(1)
Entry from the Open Molecules 2025 dataset: C6H10N2O5 in the gas phase (ωB97M-V/def2-TZVPD).

Each line ends with the natural charge from an NBO analysis.
Atoms and positions in Å:
1 C 2.93 -0.33 0.46  -0.31
2 C 1.48 0.25 0.58  0.68
3 C -0.70 0.27 -0.44  -0.14
4 C -0.80 1.76 -0.21  0.80
5 C -1.59 -0.55 0.54  -0.55
6 C -2.92 -0.63 -0.02  0.81
7 H 2.64 -2.13 -0.65  0.38
8 H 3.96 -1.39 -1.02  0.38
9 H 3.59 0.54 0.52  0.23
10 H 2.95 -0.80 1.42  0.20
11 H 1.14 -0.56 -1.24  0.43
12 H -0.98 0.00 -1.49  0.26
13 H -1.60 -0.01 1.48  0.27
14 H -0.98 -1.37 0.72  0.26
15 H -4.84 -0.99 0.56  0.50
16 H -0.20 3.39 -0.89  0.50
17 N 3.05 -1.22 -0.65  -0.87
18 N 0.64 -0.15 -0.42  -0.63
19 O 1.07 0.82 1.58  -0.64
20 O -1.75 2.25 0.36  -0.59
21 O -3.20 -0.90 -1.18  -0.59
22 O -3.95 -0.69 0.95  -0.71
23 O 0.03 2.43 -0.96  -0.67

Computed properties:
Electronic energy: -720.37283 Ha
Kohn-Sham gap: 10.15 eV
SMILES: NCC(=O)N[C@@H](CC(=O)O)C(=O)O
Relative energy (zero: lowest compared OMol25 entry of this formula, charge and spin): 162.57 kJ/mol
Total charge: 0

---

(2)
Entry from the Open Molecules 2025 dataset: C6H10N2O5 in the gas phase (ωB97M-V/def2-TZVPD).

Each line ends with the natural charge from an NBO analysis.
Atoms and positions in Å:
1 C 2.34 0.27 -0.27  -0.35
2 C 1.60 -0.94 0.47  0.67
3 C -0.62 0.08 -0.35  -0.16
4 C -0.64 1.50 0.40  0.79
5 C -1.88 -0.32 -0.82  -0.54
6 C -2.92 -0.47 0.29  0.77
7 H 4.09 -0.87 -0.85  0.37
8 H 4.28 0.13 0.46  0.36
9 H 1.95 0.44 -1.27  0.20
10 H 2.07 1.21 0.56  0.27
11 H -0.21 -1.71 0.92  0.42
12 H -0.02 0.29 -1.26  0.24
13 H -2.16 0.40 -1.57  0.26
14 H -1.90 -1.43 -1.31  0.27
15 H -4.26 -0.86 -0.97  0.47
16 H 0.07 2.51 1.56  0.51
17 N 3.83 0.09 -0.51  -0.83
18 N 0.19 -1.07 0.21  -0.65
19 O 2.10 -1.74 1.33  -0.61
20 O -1.34 2.45 0.14  -0.58
21 O -2.71 -0.55 1.52  -0.57
22 O -4.16 -0.95 -0.08  -0.65
23 O 0.33 1.53 1.42  -0.68

Computed properties:
Electronic energy: -720.29019 Ha
Kohn-Sham gap: 9.79 eV
SMILES: NCC(=O)N[C@@H](CC(=O)O)C(=O)O
Relative energy (zero: lowest compared OMol25 entry of this formula, charge and spin): 379.51 kJ/mol
Total charge: 0

---

> The highest Kohn-Sham gap belongs to which entry?

number 1